(1)
Here is C37H63BF5N2O12PS2 as an isolated structure at a distorted geometry from the Open Molecules 2025 dataset. Energies are from ωB97M-V with the def2-TZVPD basis set.

CARTESIAN COORDINATES (ANGSTROEM)
1 C -0.934 2.561 0.171
2 O -1.008 1.487 1.096
3 C -1.585 0.311 0.545
4 C -0.562 -0.590 -0.172
5 C 0.657 -1.002 0.521
6 B 0.978 -0.582 2.046
7 O 0.806 -1.546 2.994
8 O 1.431 0.689 2.370
9 C 1.627 -1.769 -0.072
10 P 3.173 -2.229 0.844
11 S 2.905 -3.752 2.010
12 C 1.507 -2.222 -1.434
13 N 2.365 -2.948 -2.126
14 S 1.642 -3.109 -3.594
15 N 0.278 -2.321 -3.329
16 C 0.251 -1.825 -2.079
17 C -0.775 -1.026 -1.473
18 C -2.046 -0.684 -2.268
19 F -2.166 -1.475 -3.362
20 F -3.178 -0.892 -1.541
21 C -1.946 0.807 -2.828
22 F -1.934 0.767 -4.177
23 F -2.940 1.610 -2.450
24 F -0.740 1.319 -2.506
25 H -0.800 3.478 0.775
26 H -0.023 2.438 -0.441
27 H -1.851 2.706 -0.422
28 H -2.390 0.641 -0.137
29 H -2.101 -0.279 1.326
30 H 1.279 -1.227 3.781
31 H 1.872 1.023 1.576
32 H 4.173 -2.508 -0.120
33 H 3.563 -1.076 1.561
34 C -1.622 -0.379 7.643
35 C -0.953 -1.406 6.770
36 O 0.030 -2.014 7.141
37 C -1.562 -1.640 5.413
38 H -1.086 -0.303 8.590
39 H -1.599 0.591 7.144
40 H -2.653 -0.672 7.846
41 H -1.537 -0.714 4.834
42 H -2.589 -1.991 5.518
43 H -0.987 -2.399 4.885
44 C 3.894 -2.093 7.843
45 C 3.830 -3.054 6.681
46 O 4.515 -2.902 5.695
47 C 2.873 -4.213 6.801
48 H 4.619 -1.310 7.624
49 H 2.915 -1.634 8.000
50 H 4.207 -2.620 8.746
51 H 1.852 -3.842 6.914
52 H 3.143 -4.831 7.660
53 H 2.929 -4.820 5.899
54 C 0.322 0.643 -5.756
55 C 1.538 1.059 -6.546
56 O 2.242 0.243 -7.098
57 C 1.839 2.536 -6.618
58 H 0.225 -0.441 -5.787
59 H 0.429 0.955 -4.718
60 H -0.573 1.087 -6.191
61 H 2.011 2.931 -5.615
62 H 1.007 3.064 -7.090
63 H 2.737 2.691 -7.215
64 C -2.299 4.321 4.722
65 C -1.729 3.180 5.526
66 O -2.416 2.243 5.866
67 C -0.267 3.255 5.889
68 H -3.355 4.137 4.534
69 H -2.198 5.255 5.277
70 H -1.779 4.398 3.766
71 H -0.078 4.143 6.494
72 H 0.340 3.286 4.982
73 H 0.010 2.373 6.464
74 C -2.200 2.737 -8.187
75 C -1.660 3.675 -9.238
76 O -1.195 4.752 -8.941
77 C -1.724 3.214 -10.673
78 H -2.090 3.195 -7.205
79 H -3.258 2.542 -8.367
80 H -1.638 1.801 -8.204
81 H -2.761 3.040 -10.963
82 H -1.145 2.297 -10.795
83 H -1.303 3.983 -11.318
84 C -0.122 -7.683 1.344
85 C 0.490 -6.762 0.315
86 O 0.973 -5.700 0.628
87 C 0.472 -7.225 -1.123
88 H -0.040 -7.226 2.329
89 H -1.177 -7.846 1.118
90 H 0.408 -8.637 1.353
91 H -0.558 -7.368 -1.457
92 H 1.028 -8.159 -1.222
93 H 0.942 -6.469 -1.750
94 C -5.556 -2.267 4.871
95 C -4.892 -3.291 3.983
96 O -3.915 -3.904 4.346
97 C -5.500 -3.518 2.620
98 H -5.018 -2.206 5.816
99 H -5.534 -1.287 4.392
100 H -6.587 -2.560 5.073
101 H -5.476 -2.592 2.042
102 H -6.529 -3.865 2.724
103 H -4.925 -4.276 2.091
104 C 3.132 1.221 -2.655
105 C 3.673 1.280 -1.252
106 O 3.506 0.362 -0.476
107 C 4.427 2.522 -0.851
108 H 2.615 0.272 -2.803
109 H 2.425 2.037 -2.817
110 H 3.951 1.290 -3.373
111 H 3.777 3.395 -0.935
112 H 5.302 2.648 -1.490
113 H 4.758 2.428 0.182
114 C 2.387 6.366 -4.973
115 C 1.562 5.274 -4.342
116 O 2.041 4.192 -4.083
117 C 0.116 5.583 -4.048
118 H 3.403 6.007 -5.129
119 H 1.960 6.644 -5.938
120 H 2.418 7.237 -4.315
121 H -0.408 5.828 -4.973
122 H 0.049 6.420 -3.350
123 H -0.355 4.711 -3.597

Summary:
Spin multiplicity ... 1
Energy above the lowest of the compared OMol25 structures with the same formula, charge and spin ... 77.6 kJ/mol
Kohn-Sham gap ... 6.572 eV

=====

(2)
Here is an isolated molecule of C2H3NO2S at a distorted geometry from the Open Molecules 2025 dataset. Energies are from ωB97M-V with the def2-TZVPD basis set.

CARTESIAN COORDINATES (ANGSTROEM)
1 C -0.801 -0.602 0.019
2 C 0.962 1.113 -0.463
3 H -1.505 1.418 -1.623
4 H -1.793 -0.812 -0.398
5 H 1.082 1.808 -1.329
6 N -0.193 0.367 -0.715
7 O -0.854 0.729 -1.907
8 O 1.618 1.011 0.538
9 S -0.219 -1.373 1.373

Summary:
Spin multiplicity ... 1
Energy above the lowest of the compared OMol25 structures with the same formula, charge and spin ... 280.9 kJ/mol
Kohn-Sham gap ... 8.347 eV

=====

(3)
Here is C5H8O4Si as an isolated structure at a distorted geometry from the Open Molecules 2025 dataset. Energies are from ωB97M-V with the def2-TZVPD basis set.

CARTESIAN COORDINATES (ANGSTROEM)
1 C -2.847 -1.265 -0.025
2 C -2.778 1.216 0.122
3 C 0.381 -1.473 -0.114
4 C 0.538 1.510 -0.012
5 C -2.339 -0.111 0.724
6 O -2.197 -1.380 -1.104
7 O -2.157 1.496 -0.965
8 O -3.646 -2.089 0.390
9 O -3.696 1.888 0.621
10 Si -0.730 0.119 -0.609
11 H 0.387 -2.191 -0.907
12 H 1.419 -1.103 -0.154
13 H -0.032 -2.068 0.594
14 H 0.302 2.340 0.602
15 H 1.492 1.039 0.286
16 H 0.693 1.878 -0.984
17 H -2.559 -0.081 1.925
18 H -0.447 0.032 -2.056

Summary:
Total charge ... -2
Spin multiplicity ... 1
Energy above the lowest of the compared OMol25 structures with the same formula, charge and spin ... 27.5 kJ/mol
Kohn-Sham gap ... 6.815 eV

=====

(4)
Here is an isolated molecule of C2H6N4O2 at a distorted geometry from the Open Molecules 2025 dataset. Energies are from ωB97M-V with the def2-TZVPD basis set.

CARTESIAN COORDINATES (ANGSTROEM)
1 C -0.816 0.788 -0.066
2 C 1.256 -0.158 0.163
3 H -1.055 -1.876 -1.141
4 H -0.695 -1.594 0.455
5 H -2.615 0.203 0.345
6 H -1.753 2.054 0.824
7 H 2.662 1.054 -0.885
8 H 3.332 -0.384 0.137
9 N -1.525 -1.542 -0.189
10 N -1.809 -0.102 -0.166
11 N -0.786 1.900 0.479
12 N 2.558 0.165 -0.282
13 O 0.340 0.432 -0.675
14 O 0.905 -0.941 1.001

Summary:
Spin multiplicity ... 1
Energy above the lowest of the compared OMol25 structures with the same formula, charge and spin ... 100.8 kJ/mol
Kohn-Sham gap ... 10.132 eV

=====

(5)
Here is C28H44ClFeN3O6S3Si as an isolated structure at a distorted geometry from the Open Molecules 2025 dataset. Energies are from ωB97M-V with the def2-TZVPD basis set.

CARTESIAN COORDINATES (ANGSTROEM)
1 Fe 0.892 0.023 -0.816
2 C -3.666 -0.161 0.546
3 C -2.537 0.008 -0.462
4 C -2.106 -1.297 -1.137
5 C -2.996 1.008 -1.532
6 O -1.331 0.505 0.114
7 Si -0.965 1.790 1.080
8 S 1.099 1.436 1.233
9 O -1.389 3.218 0.406
10 C -0.798 4.130 -0.537
11 C -0.100 3.406 -1.686
12 C -1.959 4.955 -1.081
13 C 0.193 5.019 0.210
14 O -1.844 1.627 2.427
15 C -2.058 2.491 3.550
16 C -3.190 3.454 3.200
17 C -0.780 3.256 3.880
18 C -2.453 1.578 4.705
19 H -4.536 -0.615 0.073
20 H -3.936 0.821 0.931
21 H -3.358 -0.768 1.392
22 H -2.911 -1.603 -1.817
23 H -0.891 -2.985 -0.792
24 H -0.588 -1.653 -2.368
25 H -3.936 0.682 -1.980
26 H -2.246 1.097 -2.315
27 H -3.141 1.987 -1.076
28 H -0.779 2.690 -2.156
29 H 0.777 2.872 -1.323
30 H 0.221 4.128 -2.439
31 H -2.647 4.312 -1.631
32 H -1.596 5.735 -1.751
33 H -2.502 5.419 -0.257
34 H 0.974 4.402 0.656
35 H -0.315 5.566 1.005
36 H 0.651 5.734 -0.476
37 H -2.920 4.009 2.301
38 H -3.368 4.155 4.016
39 H -4.107 2.897 3.001
40 H -0.532 3.937 3.063
41 H 0.049 2.557 4.002
42 H -0.904 3.831 4.797
43 H -3.324 0.984 4.424
44 H -2.690 2.163 5.595
45 H -1.632 0.898 4.933
46 O 1.878 -3.814 -0.187
47 S 1.852 -3.582 -1.606
48 O 0.988 -4.418 -2.393
49 N 1.528 -1.995 -1.951
50 C 2.554 -1.414 -2.548
51 S 2.442 0.174 -3.072
52 C 3.765 -2.252 -2.659
53 C 5.044 -1.874 -3.034
54 C 6.059 -2.816 -2.949
55 C 5.803 -4.111 -2.510
56 C 4.520 -4.492 -2.134
57 C 3.526 -3.543 -2.213
58 H 5.229 -0.860 -3.364
59 H 7.070 -2.538 -3.217
60 H 6.615 -4.824 -2.447
61 H 4.304 -5.494 -1.786
62 Cl 6.391 1.882 -0.078
63 C 5.332 0.577 0.308
64 C 5.757 -0.481 1.096
65 C 4.862 -1.510 1.336
66 C 3.591 -1.445 0.787
67 N 3.188 -0.416 0.043
68 C 4.040 0.580 -0.188
69 H 6.755 -0.494 1.511
70 H 5.152 -2.360 1.937
71 H 2.879 -2.248 0.923
72 H 3.686 1.402 -0.796
73 C -2.809 -4.336 -1.570
74 N -2.743 -3.611 -0.317
75 C -4.054 -3.335 0.222
76 C -1.747 -2.555 -0.278
77 C -1.261 -2.320 1.155
78 O -0.949 -0.886 -1.906
79 H -3.380 -5.254 -1.417
80 H -1.804 -4.605 -1.890
81 H -3.307 -3.773 -2.379
82 H -4.580 -4.283 0.348
83 H -4.672 -2.690 -0.427
84 H -3.974 -2.866 1.202
85 H -2.040 -1.970 1.827
86 H -0.449 -1.593 1.177
87 H -0.866 -3.259 1.534

Summary:
<S²> ... 6.011
Spin multiplicity ... 5
Energy above the lowest of the compared OMol25 structures with the same formula, charge and spin ... 165.6 kJ/mol
Kohn-Sham gap (spin up / spin down) ... 7.681 / 7.696 eV